# 1
A molecular structure, C40H45AuN4Si. Source: the OMol25 dataset; level of theory: wB97M-V/def2-TZVPD.

Geometry as ORCA input:
```
! wB97M-V def2-TZVPD RIJCOSX def2/J DEFGRID3
* xyz 2 1
Au -0.10023 -0.46801 0.48566
Si 2.21288 -0.54484 -0.63397
N -1.13643 -1.26212 -1.13573
N -1.61907 1.27164 -0.31533
N 1.61121 -0.08226 4.30197
N 0.65223 -0.05933 2.34544
C -2.14415 -0.58352 -1.72949
C 2.05566 -2.42841 -2.67613
C 2.52404 -0.45315 5.38203
C 3.20220 1.56470 -2.07676
C 0.65962 0.90823 4.34304
C -1.78107 -3.23850 -2.30170
C -4.16447 3.99594 -2.47730
C 2.02863 0.83071 -1.84896
C -2.33465 0.85506 -1.36326
C -3.77590 3.96779 -3.96344
C 0.89854 1.11774 -2.61970
C 3.39217 1.12797 1.26660
C -3.24837 3.05974 -1.70232
C 2.21565 -2.25677 -1.29676
C -1.68252 2.54695 0.04124
C 0.93580 2.11490 -3.57867
C -2.81072 -2.56323 -2.95728
C -2.97063 -1.21736 -2.63900
C 2.10593 2.83167 -3.79640
C -4.07054 5.43540 -1.97241
C 5.33780 -0.69575 2.06377
C -0.97629 -2.56806 -1.41247
C 4.30498 1.47715 2.24804
C 2.36410 -4.65524 -1.03814
C -2.48254 3.46946 -0.61629
C -3.15074 1.71436 -2.07094
C 3.43037 -0.14811 0.68905
C 0.06170 0.91435 3.12526
C 1.57761 -0.64117 3.09145
C -5.61053 3.50179 -2.30968
C 2.36835 -3.38585 -0.48360
C 2.21069 -4.81189 -2.41283
C 3.24270 2.55145 -3.05212
C 4.42222 -1.04966 1.08086
C 5.27267 0.56119 2.65048
C -2.81761 -3.86893 -5.06570
C 2.05591 -3.69974 -3.23024
C -4.41517 -4.43736 -3.20872
C -3.70165 -3.29314 -3.94733
C -4.75084 -2.37169 -4.56872
H -2.49187 4.49408 -0.27640
H 2.64428 1.84739 0.95137
H -5.03370 -4.05581 -2.39467
H -2.09378 -4.58950 -4.68304
H -5.35217 -2.93985 -5.27730
H 2.22970 -1.44159 2.78968
H -5.43157 -1.96622 -3.81728
H -5.06274 -4.96898 -3.90601
H -1.59442 -4.28850 -2.47500
H -5.90520 3.49809 -1.25911
H 2.43267 -1.51438 5.59942
H 0.05103 2.32920 -4.16480
H -3.77126 -0.65397 -3.09117
H -6.28744 4.16441 -2.84953
H -3.44401 -4.38547 -5.79298
H -4.29215 -1.54681 -5.11856
H 3.54791 -0.21934 5.09879
H -2.27594 -3.07740 -5.58698
H 1.94376 -3.82279 -4.29948
H 1.93946 -1.56497 -3.32151
H 4.15774 3.10150 -3.22448
H 4.27659 2.46558 2.68830
H 2.21954 -5.80371 -2.84514
H -3.05564 5.82932 -2.05555
H -2.74117 4.28658 -4.10437
H -3.70801 1.35763 -2.92518
H 2.46841 -3.28257 0.59113
H -4.71900 6.07008 -2.57536
H -5.74433 2.49423 -2.70724
H 0.49054 1.50633 5.22088
H -0.01052 0.55093 -2.48573
H -0.17173 -3.07655 -0.90202
H 2.25919 0.11176 6.27038
H -3.70927 -5.15861 -2.79559
H -0.74109 1.53120 2.76182
H -1.06479 2.85080 0.87868
H -4.41700 4.65152 -4.51996
H 6.11153 -1.39359 2.35538
H -4.40024 5.52430 -0.93571
H 2.13120 3.60652 -4.55112
H 4.09583 1.37253 -1.49484
H 5.99505 0.84011 3.40693
H 2.48456 -5.52331 -0.40378
H -3.89608 2.97691 -4.40367
H 4.50006 -2.02279 0.61266
*
```

Results
LUMO level = -6.38 eV

***

# 2
8 unconnected molecules or ions with the total composition C40H45ClN4O8. Source: the OMol25 dataset; level of theory: wB97M-V/def2-TZVPD.

Geometry as ORCA input:
```
! wB97M-V def2-TZVPD RIJCOSX def2/J DEFGRID3
* xyz 0 1
Cl 1.76598 3.43916 0.40714
O 1.98445 0.26131 -1.09358
O -4.70774 5.40182 4.51809
O 2.99785 -4.83962 -2.96392
O 1.37571 -6.70739 0.42268
O 0.08303 2.93317 3.09933
O 3.92964 -4.46570 4.98829
O 0.58535 1.32119 -7.52280
O -3.54608 -1.44497 -4.95623
N -1.14060 0.58345 -0.30912
N 0.18142 5.91461 -4.43266
N 1.34985 0.39401 6.09089
N -0.90456 -0.69129 1.51184
C 0.20760 1.19434 6.14620
C -0.06537 -1.60120 6.30492
C -0.36026 4.73870 -4.24359
C -1.16980 -0.76962 6.37499
C -3.57137 4.85232 4.08814
C -2.03458 -1.04876 0.91208
C -3.51815 3.47485 3.94041
C 1.17517 -0.91650 6.13095
C 0.51031 -2.37503 2.88822
C -1.10929 3.57502 3.43784
C 2.10022 -1.01446 -1.64284
C 1.91305 -5.27487 3.88205
C -2.24590 -0.35423 -0.27185
C 3.27410 -2.47407 -3.23021
C -0.94506 3.98513 -5.28705
C -1.03138 1.47135 -1.45622
C -0.23031 5.74471 -6.83300
C -0.36250 -1.00453 2.82513
C 0.13448 6.36621 -5.69228
C -0.17704 0.06979 -5.66680
C -0.47524 0.46984 0.86054
C 4.02695 -5.16606 2.73954
C -2.49053 5.69117 3.92603
C -1.09443 4.96369 3.71847
C -1.69348 0.60322 -7.49890
C -2.71063 -0.06252 -6.75533
C -1.03674 0.68169 6.34828
C -0.40112 0.54046 -7.00522
C 1.57351 -2.11408 -0.97290
C 1.92731 -3.49709 -1.40370
C 3.29776 -5.79741 1.49857
C -1.28128 -0.74491 -4.91501
C 1.28577 -5.92530 2.75004
C 3.26291 -4.92338 3.86038
C 2.77437 -3.60376 -2.48748
C -0.83422 4.43809 -6.62665
C 3.01488 -1.22509 -2.73279
C -2.32056 2.84958 3.64144
C -2.45908 -0.74801 -5.50048
C 1.93794 -6.07979 1.58070
H 0.56479 3.38875 2.45504
H 0.38265 1.10805 1.15259
H 0.22779 -0.16371 3.18549
H -0.14610 5.43348 3.90669
H -0.39328 4.40474 -3.06038
H 4.67434 -4.06228 4.85080
H -1.50070 2.50977 -1.17308
H 2.15811 -1.53302 6.17922
H 3.83111 -5.77063 0.54124
H 0.92000 -2.01404 -0.27060
H -1.50948 1.42659 -2.50011
H 0.25183 -6.03451 2.78375
H 3.53476 -0.39687 -3.18386
H -4.72351 6.34062 4.58861
H 0.40215 7.28033 -5.59194
H -3.16030 -0.39067 -0.98678
H -2.23526 1.80737 3.66491
H 1.93992 -6.98683 -0.21425
H -4.28943 2.72393 3.86856
H -1.03978 -0.79891 3.42079
H 0.06619 6.31313 -7.79213
H 0.32796 1.80625 -8.31014
H 0.48792 2.29078 6.06842
H 2.98915 -5.64900 -2.43937
H -1.51405 3.03306 -4.87393
H -2.17967 -1.07542 6.44285
H -2.12388 1.30366 6.50090
H 1.37373 -4.06643 -0.77735
H 1.29836 -5.03987 4.61426
H -2.78366 -1.56226 1.14043
H -0.15683 1.80374 -1.26534
H 4.00252 -2.65564 -3.94953
H -3.82305 -0.28153 -7.19880
H -1.99694 0.97998 -8.27216
H 5.09197 -4.88409 2.51042
H 0.00463 -2.72266 6.55316
H 1.28039 -2.23758 2.14694
H 1.02674 -2.48446 3.90409
H 2.53615 1.02230 -1.18040
H -1.11651 -0.99582 -3.82393
H -1.11801 3.90511 -7.40391
H -2.37214 6.61792 4.21566
H -4.55248 -1.53420 -5.25305
H -0.16218 -3.29400 2.69989
H 0.77178 0.04563 -5.26622
*
```

Results
LUMO level = 0.13 eV

***

no.,largest force on an atom (eV/A),highest occupied orbital energy (eV),Kohn-Sham gap (eV)
1,0.5,-14.202,7.82
2,11.3,-7.563,7.69